(1)
DFT (ωB97M-V/def2-TZVPD) results for 7 unconnected molecules or ions with the total composition C20H46ClN2O20P4 at a distorted geometry.

XYZ file:
```
93
Properties=species:S:1:pos:R:3:forces:R:3
Cl -0.503083 0.219686 -2.136080 -0.22 -0.91 0.37
O -1.405333 0.970076 -2.989630 0.03 0.37 0.58
O -0.217743 -1.009464 -2.828640 0.70 -0.13 -0.13
O 0.708947 0.990886 -1.883040 -0.75 -0.40 -0.05
O -1.155643 -0.145564 -0.878740 0.34 0.91 -0.55
C 2.948247 3.249166 0.267180 -0.62 0.59 -1.58
O 3.119337 3.515036 1.643890 0.19 -0.22 0.92
P 4.229167 2.726696 2.427140 2.01 -1.88 1.55
O 4.696177 1.382076 1.938900 -1.12 2.14 0.42
O 5.498657 3.762276 2.558410 -0.67 -0.94 -0.14
C 6.371547 4.083216 1.440760 -0.41 0.89 0.02
O 3.559627 2.691396 3.936360 0.42 0.94 -2.60
C 3.960907 1.814826 4.962960 0.63 -0.71 0.37
H 3.875567 2.974196 -0.235360 -0.09 -0.36 0.17
H 2.617657 4.178566 -0.196530 0.08 0.15 0.14
H 2.132587 2.552296 0.074400 0.32 -0.40 0.21
H 6.043287 5.061756 1.090320 -0.11 -0.03 -0.25
H 6.404017 3.401346 0.591000 -0.44 -0.43 0.37
H 7.401737 4.245726 1.757640 -0.17 -0.40 0.57
H 4.939257 1.370726 4.779340 0.25 0.38 0.04
H 3.319677 0.939836 5.069380 -0.52 0.25 -0.25
H 3.937897 2.384786 5.891780 0.17 -0.10 -0.05
C -3.785763 -2.260984 0.943710 0.69 -0.33 -2.59
O -4.994423 -2.000514 1.550810 -2.31 0.64 2.54
P -5.200223 -2.476854 3.068270 0.28 -0.15 0.32
O -4.983863 -3.930834 3.171760 -0.26 0.42 0.23
O -4.208303 -1.580874 3.974930 -2.04 -0.57 -1.29
C -2.814993 -1.680204 3.831610 1.65 -0.38 1.41
O -6.632463 -1.921894 3.558100 1.61 0.57 -0.37
C -7.869093 -2.457914 3.141070 -0.03 -1.75 -0.55
H -3.281083 -1.314264 0.751010 0.54 -0.24 0.36
H -4.104723 -2.612644 -0.037460 0.51 -0.14 -0.31
H -3.192153 -3.071204 1.367120 0.02 0.35 0.37
H -2.488383 -1.747544 4.869340 0.44 0.69 0.02
H -2.345703 -0.847104 3.308340 -0.40 0.21 0.12
H -2.358163 -2.594554 3.452970 -0.89 -0.34 -0.63
H -7.828943 -3.545644 3.198810 0.05 -0.23 0.46
H -8.059433 -2.339794 2.074340 -0.10 0.89 0.05
H -8.682063 -2.134654 3.791210 0.30 0.42 -0.20
C 2.827207 -2.800754 -4.072910 -2.15 -0.42 0.08
O 4.209187 -2.801694 -3.859610 1.28 0.55 0.50
P 4.768877 -2.352084 -2.440930 2.70 -0.12 0.68
O 6.233577 -1.926574 -2.457700 -3.23 -1.40 0.12
O 4.413567 -3.618384 -1.392470 0.49 1.00 -1.28
C 5.362237 -4.613374 -0.973930 0.13 -0.34 0.63
O 3.736627 -1.219494 -2.066010 -0.06 -1.41 0.66
C 3.755797 -0.567904 -0.768880 0.78 1.30 -1.19
H 2.286267 -1.934614 -3.691730 0.45 0.26 0.08
H 2.385407 -3.651084 -3.553440 -0.02 -0.20 -0.17
H 2.566797 -2.862824 -5.129530 0.57 -0.21 -0.05
H 6.259897 -4.730064 -1.581140 0.03 0.77 0.01
H 4.983007 -5.633264 -0.909910 -1.06 0.11 -0.77
H 5.574747 -4.477434 0.086480 0.55 0.72 -0.10
H 2.838567 0.020986 -0.769660 -0.09 -0.43 0.51
H 4.578547 0.134266 -0.903530 0.07 0.17 0.66
H 3.968907 -1.189834 0.100530 -0.44 -0.26 -0.31
C -1.068743 4.513556 5.411560 0.09 -0.25 -0.11
O -1.695963 4.251456 4.167030 -1.47 -1.38 -1.84
P -2.249343 2.789726 3.746360 0.33 -1.79 -1.05
O -3.292813 2.221876 4.675850 2.26 0.93 -1.93
O -2.631443 2.956246 2.123200 1.62 1.17 3.21
C -3.245603 2.015626 1.284990 -1.33 -0.65 -0.71
O -0.856953 1.834746 3.586260 -1.32 1.20 0.94
C 0.204637 2.260936 2.707010 -0.59 1.14 -1.08
H -0.984963 3.614606 6.022270 0.29 -0.05 -0.10
H -1.677383 5.218826 5.977470 0.18 0.20 -0.19
H -0.111583 4.908186 5.070680 0.17 0.12 0.91
H -3.210503 2.395426 0.263900 -0.18 0.48 0.17
H -4.276043 1.905756 1.622940 -0.12 -0.14 -0.27
H -2.827843 1.020376 1.133090 0.72 -0.01 0.91
H 1.223577 1.975386 2.968400 -0.52 -0.77 0.52
H 0.282437 3.343976 2.611820 -0.28 0.33 0.53
H -0.055663 1.992936 1.683040 0.20 -0.64 0.02
N -2.485393 3.069746 -4.494530 -1.37 0.38 -0.71
C -3.245053 3.043666 -5.653190 1.75 -2.38 -0.04
C -3.943733 4.186846 -5.839360 -0.38 -0.40 0.34
C -3.697013 4.950836 -4.709780 2.07 -0.16 3.00
C -2.765623 4.195116 -3.817380 -2.45 2.44 -2.39
H -1.955993 2.303846 -4.103070 0.04 -0.21 -0.07
H -3.174773 2.129156 -6.223400 -0.14 0.17 -0.25
H -4.702023 4.340736 -6.592820 0.31 0.19 -0.12
H -4.070883 5.955556 -4.578800 0.03 -0.07 0.44
H -2.421413 4.374266 -2.809500 0.12 0.15 -0.25
N -0.760773 -5.396984 -3.671230 -0.40 1.51 2.17
C -0.133343 -4.468864 -4.434110 0.07 -1.14 -0.77
C 0.481617 -5.214474 -5.438430 -0.42 1.94 0.05
C 0.210477 -6.551204 -5.190610 0.32 -2.15 0.04
C -0.518693 -6.682594 -4.015960 0.06 1.02 -0.67
H -1.202693 -5.088104 -2.817190 -0.03 -0.38 -0.04
H -0.188093 -3.427124 -4.154510 0.01 0.01 -0.29
H 0.958457 -4.767334 -6.298130 0.21 -0.28 0.07
H 0.562867 -7.364324 -5.807910 -0.03 -0.06 0.09
H -0.875643 -7.426344 -3.318950 0.14 -0.40 -0.64
```
Positions in Å, forces in eV/Å.

Output
Total charge: -1
Max |F| in Eh/bohr: 0.0817
E_tot in Ha: -4229.66578
Relative energy (zero: lowest compared OMol25 entry of this formula, charge and spin) in kJ/mol: 291.69
HOMO in Eh: -0.20165
HOMO-LUMO gap in eV: 7.604

---

(2)
DFT (ωB97M-V/def2-TZVPD) results for a molecular structure, C20H46ErO4P4 at a distorted geometry.

XYZ file:
```
75
Properties=species:S:1:pos:R:3:forces:R:3
Er 0.150131 0.228331 0.670585 -0.48 -1.94 0.69
P 0.501866 -2.284122 -0.349869 0.43 -1.22 -1.24
P 2.937555 0.126912 1.414700 1.63 0.16 -0.38
P -2.475402 0.535338 -0.296152 -1.62 0.46 -0.79
H 1.887664 2.553870 -0.357441 -0.29 -0.58 0.65
C 0.815336 2.486980 -0.108976 -0.52 2.56 1.45
C 0.297227 2.652697 1.172979 1.27 2.15 -2.17
H 0.922120 2.768905 2.066100 0.17 -0.41 -0.38
C 1.203669 -1.722086 -1.945899 0.09 0.27 0.20
C 1.676334 -3.594837 0.137482 0.19 -0.02 0.64
C -0.939106 -3.190263 -1.009184 -0.56 0.14 0.34
C 3.483324 1.602082 2.353225 -0.37 0.07 -0.01
C 3.825209 -1.174077 2.374830 -0.61 -0.23 -0.03
C 4.001834 0.208770 -0.060976 0.09 0.09 -0.10
C -3.110298 2.204728 0.162115 0.21 -0.03 0.40
C -3.818198 -0.611305 0.179082 0.19 -0.24 0.60
C -2.843581 0.658974 -2.058337 0.48 -0.08 -0.33
H 0.211179 2.608320 -1.028600 -0.23 -0.33 0.56
H -0.726926 3.000019 1.363218 0.00 -0.75 -0.39
H 1.272315 -2.575218 -2.620164 0.05 0.05 -0.11
H 2.190003 -1.273632 -1.819292 0.02 -0.07 -0.08
H 0.526038 -0.984549 -2.381040 -0.08 -0.19 -0.10
H 1.484425 -4.525824 -0.414094 0.00 0.35 0.08
H 1.575931 -3.792746 1.210758 -0.02 -0.13 -0.18
H 2.716199 -3.288445 -0.037158 -0.29 0.03 -0.07
H -0.633907 -4.149606 -1.440353 0.02 0.19 0.10
H -1.439327 -2.601186 -1.785314 0.17 -0.01 0.06
H -1.675375 -3.358310 -0.221440 0.05 -0.23 -0.03
H 4.572641 1.698909 2.301029 -0.18 -0.05 0.05
H 3.173391 1.496084 3.397256 0.09 0.08 -0.05
H 3.024785 2.505252 1.946895 0.22 0.06 0.04
H 4.895457 -0.926369 2.436562 -0.38 0.02 -0.06
H 3.708055 -2.148715 1.885210 0.10 0.17 0.15
H 3.413382 -1.244544 3.392541 0.23 0.00 -0.23
H 5.043021 0.325865 0.254744 -0.09 0.00 -0.19
H 3.718477 1.061132 -0.684483 0.15 -0.07 -0.04
H 3.909549 -0.705862 -0.653942 0.10 0.11 0.08
H -3.985458 2.423296 -0.466399 0.23 -0.05 0.31
H -2.335550 2.955357 -0.039477 -0.29 -0.05 -0.07
H -3.383256 2.263906 1.221955 -0.05 0.11 -0.25
H -4.784769 -0.230794 -0.184476 0.37 -0.07 0.09
H -3.861668 -0.727643 1.269870 -0.12 -0.07 -0.24
H -3.625288 -1.596758 -0.270626 -0.11 0.30 0.12
H -3.882823 0.956145 -2.209132 0.04 -0.11 0.12
H -2.649306 -0.296889 -2.538257 -0.06 -0.03 -0.22
H -2.166498 1.385482 -2.497189 -0.26 -0.04 -0.07
C -0.552437 1.386511 -4.673566 -0.09 0.03 -1.43
C 0.176940 0.731038 -5.684195 -0.24 0.78 0.21
C 0.182715 1.285285 -6.965214 -0.37 0.16 0.02
C -0.587123 2.431164 -7.220444 0.02 -0.23 0.02
C -1.431108 2.966516 -6.235493 0.15 -0.52 -0.30
C -1.497272 2.391204 -4.956490 0.87 0.03 -0.15
O -0.304681 1.060519 -3.357060 0.75 -0.82 1.50
H 0.526658 0.547397 -3.267267 -0.73 0.68 -0.84
H 0.742246 -0.176979 -5.454401 0.02 0.38 0.00
H 0.788341 0.837133 -7.762125 -0.34 0.18 0.38
H -0.563222 2.867754 -8.223582 -0.01 -0.06 0.48
H -2.020651 3.845711 -6.493581 -0.06 -0.34 0.19
H -2.207035 2.764247 -4.203289 0.63 -0.03 -0.31
C -1.078559 -2.850193 4.291212 -0.49 -0.53 0.55
O -0.014728 -2.332940 3.452888 0.91 1.71 -0.56
P 0.614043 -0.862912 3.226776 -2.37 -1.30 3.18
O 0.825333 -0.166009 4.681904 -0.18 -0.59 -2.20
C 0.263027 -0.602425 5.956368 -0.15 0.23 0.66
O -0.874639 0.027295 2.589370 1.24 -0.42 0.71
C -1.852068 0.681394 3.444639 -0.65 0.46 -0.47
H -0.719578 -3.839082 4.610202 -0.26 0.41 0.04
H -1.996526 -2.983958 3.700975 0.41 0.17 0.03
H -1.284811 -2.207654 5.164973 0.14 -0.55 -0.66
H -0.840240 -0.523289 5.924226 0.70 -0.04 0.11
H 0.607629 -1.627967 6.179981 -0.22 0.60 -0.05
H 0.641676 0.116430 6.701730 -0.08 -0.47 -0.37
H -2.314048 -0.009493 4.158190 0.44 0.05 -0.11
H -1.378238 1.551758 3.931668 -0.35 -0.49 -0.11
H -2.652023 0.987997 2.748711 0.34 0.13 0.54
```
Positions in Å, forces in eV/Å.

Output
Total charge: +3
Max |F| in Eh/bohr: 0.0811
E_tot in Ha: -3470.15235
⟨S²⟩: 3.7526
HOMO (spin up / spin down) in Eh: -0.54390 / -0.54390
HOMO-LUMO gap (spin up / spin down) in eV: 3.954 / 4.041
2S+1: 4